ORCA calculation (the ωB97M-V functional and the def2-TZVPD basis) on a single C2H4N2O2 molecule.

ORCA input file:
```
! wB97M-V def2-TZVPD RIJCOSX def2/J DEFGRID3
* xyz 0 1
C 0.015 1.169 0.754
H -0.581 -2.027 -0.162
O -0.451 2.186 1.178
H -0.020 -0.713 -1.233
O -0.903 -0.149 0.597
H -1.747 -0.999 -1.052
N 1.024 0.231 1.068
H 1.988 0.396 -0.677
C -0.795 -1.013 -0.512
N 1.471 0.920 0.038
*
```

The calculation puts the HOMO energy at -0.3821 Eh.

ORCA calculation (the ωB97M-V functional and the def2-TZVPD basis) on C5H7NO as an isolated structure.

ORCA input file:
```
! wB97M-V def2-TZVPD RIJCOSX def2/J DEFGRID3
* xyz 0 1
H 1.693 1.172 -1.847
H -2.931 0.181 1.129
H -0.579 0.107 -1.425
C 0.018 -0.850 0.473
H 2.333 0.362 -0.401
C 0.193 0.148 -0.656
C -1.287 -0.860 0.996
H 0.845 -1.448 0.836
N -2.094 0.082 0.559
H 1.825 -0.614 -1.796
H -1.546 -1.581 1.783
C -0.116 1.064 0.410
O 0.047 1.949 1.148
C 1.601 0.286 -1.209
*
```

The calculation puts the HOMO energy at -0.2828 Eh.

ORCA calculation (the ωB97M-V functional and the def2-TZVPD basis) on a 2-piece molecular cluster, C3H6O3 overall.

ORCA input file:
```
! wB97M-V def2-TZVPD RIJCOSX def2/J DEFGRID3
* xyz 0 1
H -1.279 1.721 -1.407
H -2.174 1.169 0.037
C 1.153 -0.729 0.721
H 1.229 -2.473 0.167
O 0.981 -1.221 1.808
H 1.331 -2.279 -0.536
H 2.147 -0.455 0.306
O -0.742 -0.874 -0.900
H -1.219 2.691 0.109
C -0.024 -0.267 -0.148
O -0.120 1.024 0.160
C -1.282 1.692 -0.316
*
```

Its structure (SMILES) is COC(=O)C=O.[H][H]. The calculation puts the HOMO energy at -0.3685 Eh.

ORCA calculation (the ωB97M-V functional and the def2-TZVPD basis) on C21H29F3IO5S as an isolated structure.

ORCA input file:
```
! wB97M-V def2-TZVPD RIJCOSX def2/J DEFGRID3
* xyz -1 1
C -0.929 4.448 -3.562
H 1.537 2.880 -0.588
H -0.989 5.007 -2.619
C 4.101 1.609 2.374
C 1.570 1.031 -1.571
C 2.969 1.593 1.357
C 2.285 2.212 -1.040
H 6.190 -0.996 -1.250
H -2.660 -3.167 4.062
O -4.055 -2.544 1.157
C 4.199 -1.506 -1.880
C 2.300 -0.169 -1.988
C 0.085 -2.314 1.033
C -3.410 -2.033 2.362
C 0.025 -1.300 0.084
O 0.122 2.605 -2.496
O 3.637 -0.177 -1.798
S -4.949 -1.467 0.241
F -6.639 -2.726 1.919
H -3.068 -4.147 2.595
C -0.901 -0.278 0.185
C -0.967 -2.437 1.942
H 0.897 -3.033 1.020
H -0.882 0.566 -0.487
H 6.085 -2.324 -2.401
H 3.705 -2.044 -2.688
C 3.430 2.001 -0.030
I -3.285 1.255 0.823
F -7.466 -2.305 -0.053
H -1.948 2.688 -2.806
C 5.666 -1.353 -2.140
H -5.275 -1.123 2.983
H 4.556 2.597 2.447
C -1.016 2.953 -3.324
H 2.158 2.255 1.677
H 0.709 -1.310 -0.753
H 2.749 2.738 -1.897
H -3.921 -1.060 4.173
F -7.146 -0.631 1.376
H 0.028 4.692 -4.045
H -3.911 0.035 2.806
C -2.060 -1.564 1.858
H -0.961 2.411 -4.279
H 3.965 -2.002 -0.930
H 3.727 1.345 3.364
C -3.352 -3.292 3.217
H -0.974 -3.267 2.647
H -1.754 4.783 -4.199
C -4.198 -0.980 3.113
C -6.627 -1.818 0.899
H -4.364 -3.469 3.596
H 2.528 0.593 1.291
O -0.440 0.413 -2.753
C -1.956 -0.408 1.084
H 4.879 0.902 2.082
C 0.328 1.267 -2.333
H 3.992 2.946 0.047
H 5.821 -0.668 -2.979
O 1.759 -1.163 -2.483
H 4.102 1.247 -0.447
*
```

The calculation puts the HOMO energy at -0.1246 Eh.

Taking the records one at a time from the top gives max |F| values of 0.090; 0.022; 0.021; 0.061 Eh/bohr.